Entry 1:
10 unconnected molecules or ions with the total composition H20O10. Source: the OMol25 dataset; level of theory: ωB97M-V/def2-TZVPD.

Element x y z (Å)
O1 -0.066 -4.499 -0.104
H1 0.223 -4.333 -1.002
H2 -0.156 -3.674 0.354
O2 -1.336 2.568 -0.986
H3 -0.769 2.647 -0.211
H4 -1.371 1.616 -1.159
O3 0.867 0.312 -1.208
H5 -0.025 0.015 -1.434
H6 0.872 1.185 -0.816
O4 -1.683 1.345 1.838
H7 -2.024 0.578 1.346
H8 -2.511 1.628 2.252
O5 -1.941 -0.112 -1.851
H9 -2.625 0.334 -2.351
H10 -1.722 -0.981 -2.169
O6 0.856 2.285 1.918
H11 1.120 3.009 2.484
H12 0.095 1.756 2.203
O7 0.068 -0.807 -3.911
H13 0.812 -0.451 -3.420
H14 -0.325 -0.199 -4.527
O8 0.886 -0.776 2.635
H15 0.512 -0.374 3.415
H16 1.495 -0.179 2.183
O9 -0.796 -1.675 0.548
H17 -0.035 -1.333 0.059
H18 -0.479 -1.687 1.468
O10 3.222 1.121 1.124
H19 3.128 0.839 0.207
H20 2.358 1.526 1.326

Values from the calculation:
HOMO energy: -10.8 eV
Kohn-Sham gap: 10.8 eV
Max |F|: 1.47 eV/A
Net charge: 0
SMILES: O.O.O.O.O.O.O.O.O.O

Charges per atom according to Löwdin partitioning, unit e: atom 1 (O): -0.0534, atom 2 (H): 0.0274, atom 3 (H): -0.0238, atom 4 (O): -0.0589, atom 5 (H): 0.0079, atom 6 (H): -0.0221, atom 7 (O): -0.0434, atom 8 (H): -0.0108, atom 9 (H): 0.0306, atom 10 (O): -0.0475, atom 11 (H): 0.0569, atom 12 (H): 0.0716, atom 13 (O): -0.0480, atom 14 (H): 0.0732, atom 15 (H): 0.0481, atom 16 (O): -0.0516, atom 17 (H): 0.0708, atom 18 (H): 0.0119, atom 19 (O): -0.0438, atom 20 (H): 0.0242, atom 21 (H): 0.0375, atom 22 (O): -0.0349, atom 23 (H): 0.0487, atom 24 (H): 0.0215, atom 25 (O): -0.0670, atom 26 (H): 0.0188, atom 27 (H): 0.0273, atom 28 (O): -0.0688, atom 29 (H): 0.0270, atom 30 (H): -0.0296

***

Entry 2:
A single C6H13N molecule. Source: the OMol25 dataset; level of theory: ωB97M-V/def2-TZVPD.

Element x y z (Å)
C1 2.021 -0.371 0.059
C2 0.934 -0.738 -0.641
C3 1.185 -1.322 -2.017
C4 -0.426 -0.631 -0.045
C5 -1.004 0.795 0.228
C6 -0.147 1.454 1.412
N1 -2.357 0.709 0.824
H1 1.878 0.039 1.048
H2 3.001 -0.389 -0.202
H3 0.422 -1.034 -2.825
H4 1.408 -2.440 -2.003
H5 2.202 -0.927 -2.277
H6 -0.199 -1.138 1.033
H7 -1.177 -1.124 -0.781
H8 -1.038 1.510 -0.574
H9 -0.751 1.631 2.294
H10 0.655 0.843 1.776
H11 0.291 2.361 1.119
H12 -2.461 -0.061 1.522
H13 -3.123 0.644 0.123

Values from the calculation:
HOMO energy: -8.8 eV
Kohn-Sham gap: 9.8 eV
Max |F|: 3.79 eV/A
Net charge: 0
SMILES: C=C(C)C[C@H](C)N

Charges per atom according to Löwdin partitioning, unit e: atom 1 (C): 0.0391, atom 2 (C): -0.3830, atom 3 (C): -0.0855, atom 4 (C): -0.1602, atom 5 (C): -0.3835, atom 6 (C): -0.0593, atom 7 (N): -0.0225, atom 8 (H): 0.0372, atom 9 (H): 0.0284, atom 10 (H): 0.0956, atom 11 (H): 0.0941, atom 12 (H): 0.0729, atom 13 (H): 0.1684, atom 14 (H): 0.1329, atom 15 (H): 0.1249, atom 16 (H): 0.0667, atom 17 (H): 0.0221, atom 18 (H): 0.0512, atom 19 (H): 0.0858, atom 20 (H): 0.0747

***

Entry 3:
9 unconnected molecules or ions with the total composition C9H23Cl8N5O10. Source: the OMol25 dataset; level of theory: ωB97M-V/def2-TZVPD.

Element x y z (Å)
C1 0.316 2.959 -3.506
N1 1.806 3.106 -3.825
O1 2.213 4.083 -4.478
O2 2.584 2.327 -3.302
H1 -0.101 2.172 -4.134
H2 -0.116 3.935 -3.729
H3 0.359 2.669 -2.456
C2 2.433 -2.520 2.029
N2 1.350 -3.413 2.625
O3 1.601 -4.132 3.557
O4 0.228 -3.110 2.273
H4 3.330 -3.039 1.690
H5 2.763 -1.853 2.825
H6 2.107 -2.003 1.126
C3 -5.154 1.098 -1.583
N3 -5.711 0.698 -2.946
O5 -5.782 1.520 -3.830
O6 -5.989 -0.497 -2.989
H7 -5.781 0.617 -0.832
H8 -5.244 2.180 -1.487
H9 -4.169 0.631 -1.615
C4 1.391 1.707 4.531
N4 1.515 0.343 4.029
O7 1.928 -0.450 4.848
O8 1.083 0.107 2.920
H10 1.998 2.408 3.957
H11 1.893 1.726 5.499
H12 0.349 2.025 4.545
C5 -1.657 2.724 1.849
N5 -2.982 2.035 1.723
O9 -4.012 2.732 1.614
O10 -3.003 0.817 1.828
H13 -1.228 2.401 2.798
H14 -1.896 3.778 1.706
H15 -1.170 2.308 0.968
C6 -3.101 -2.725 0.970
Cl1 -2.241 -3.905 0.016
Cl2 -4.185 -1.883 -0.144
H16 -3.742 -3.216 1.702
H17 -2.299 -2.123 1.395
C7 2.404 -3.613 -2.863
Cl3 1.999 -4.058 -1.165
Cl4 4.169 -3.204 -3.006
H18 2.255 -4.508 -3.466
H19 1.821 -2.781 -3.259
C8 4.886 0.149 -1.152
Cl5 4.522 -0.183 0.525
Cl6 6.716 0.172 -1.418
H20 4.405 -0.619 -1.759
H21 4.453 1.085 -1.505
C9 0.165 -0.183 -0.474
Cl7 1.409 -0.553 -1.715
Cl8 -1.308 0.641 -1.197
H22 -0.189 -1.080 0.033
H23 0.606 0.498 0.254

Values from the calculation:
HOMO energy (alpha / beta): -12.8 / -12.8 eV
Kohn-Sham gap (alpha / beta): 9.3 / 2.2 eV
Max |F|: 2.81 eV/A
Net charge: +1
⟨S²⟩: 0.756
Multiplicity: 2

Charges per atom according to Löwdin partitioning, unit e: atom 1 (C): 0.0482, atom 2 (N): -0.4162, atom 3 (O): 0.0583, atom 4 (O): 0.0169, atom 5 (H): 0.0971, atom 6 (H): 0.0982, atom 7 (H): 0.0530, atom 8 (C): -0.0092, atom 9 (N): -0.4032, atom 10 (O): 0.1248, atom 11 (O): 0.0102, atom 12 (H): 0.0905, atom 13 (H): 0.0739, atom 14 (H): 0.0347, atom 15 (C): 0.0227, atom 16 (N): -0.4335, atom 17 (O): 0.1032, atom 18 (O): 0.0325, atom 19 (H): 0.0829, atom 20 (H): 0.1016, atom 21 (H): 0.0289, atom 22 (C): 0.0388, atom 23 (N): -0.4367, atom 24 (O): 0.1007, atom 25 (O): 0.0405, atom 26 (H): 0.1090, atom 27 (H): 0.1069, atom 28 (H): 0.0951, atom 29 (C): 0.0670, atom 30 (N): -0.4236, atom 31 (O): 0.0607, atom 32 (O): 0.0042, atom 33 (H): 0.0897, atom 34 (H): 0.1080, atom 35 (H): 0.0501, atom 36 (C): -0.9113, atom 37 (Cl): 0.8685, atom 38 (Cl): 0.8360, atom 39 (H): 0.0673, atom 40 (H): 0.0410, atom 41 (C): -0.9551, atom 42 (Cl): 0.4832, atom 43 (Cl): 0.5097, atom 44 (H): 0.0255, atom 45 (H): -0.0112, atom 46 (C): -0.9972, atom 47 (Cl): 0.5325, atom 48 (Cl): 0.4657, atom 49 (H): -0.0424, atom 50 (H): 0.0191, atom 51 (C): -0.8901, atom 52 (Cl): 0.5841, atom 53 (Cl): 0.5190, atom 54 (H): 0.0096, atom 55 (H): 0.0199

***

Entry 4:
A molecular structure, C3H4O2S. Source: the OMol25 dataset; level of theory: ωB97M-V/def2-TZVPD.

Element x y z (Å)
C1 0.307 0.295 0.549
C2 -0.501 1.462 -0.060
C3 -1.008 -0.503 0.108
H1 1.382 -0.612 -1.263
H2 0.310 0.361 1.639
H3 -0.114 1.887 -1.016
H4 -0.715 2.310 0.618
O1 -1.678 0.609 -0.270
O2 -1.362 -1.635 -0.003
S1 1.917 -0.204 -0.086

Values from the calculation:
HOMO energy: -9.8 eV
Kohn-Sham gap: 10.4 eV
Max |F|: 1.67 eV/A
Net charge: 0

Charges per atom according to Löwdin partitioning, unit e: atom 1 (C): -0.5498, atom 2 (C): -0.1455, atom 3 (C): -0.4966, atom 4 (H): -0.1069, atom 5 (H): 0.1042, atom 6 (H): 0.1279, atom 7 (H): 0.1234, atom 8 (O): 0.0401, atom 9 (O): 0.1421, atom 10 (S): 0.7610

***

Entry 5:
2 unconnected molecules or ions with the total composition CH4FOP. Source: the OMol25 dataset; level of theory: ωB97M-V/def2-TZVPD.

Element x y z (Å)
C1 0.505 -1.006 -0.312
O1 0.019 0.343 -0.429
P1 -1.143 -0.455 0.413
H1 0.639 -1.565 -1.255
H2 1.263 -1.233 0.391
H3 -0.328 -0.240 1.691
F1 0.970 1.252 2.825
H4 0.474 1.840 2.412

Values from the calculation:
HOMO energy: -10.0 eV
Kohn-Sham gap: 10.6 eV
Max |F|: 3.67 eV/A
Net charge: 0
SMILES: C1OP1.F

Charges per atom according to Löwdin partitioning, unit e: atom 1 (C): -0.3742, atom 2 (O): -0.5158, atom 3 (P): 0.8582, atom 4 (H): 0.0698, atom 5 (H): 0.0370, atom 6 (H): -0.0578, atom 7 (F): -0.0368, atom 8 (H): 0.0196

***

Entry 6:
A single C27H24N6O3 molecule. Source: the OMol25 dataset; level of theory: ωB97M-V/def2-TZVPD.

Element x y z (Å)
O1 -0.340 2.275 2.172
C1 0.371 2.147 1.199
N1 1.225 3.098 0.774
C2 1.310 4.404 1.403
C3 0.824 5.484 0.494
C4 -0.435 5.893 0.166
C5 -0.278 6.937 -0.778
C6 1.063 7.081 -0.955
O2 1.739 6.204 -0.194
C7 0.437 0.879 0.339
C8 1.781 0.194 0.454
C9 2.514 0.235 1.633
C10 3.699 -0.470 1.742
C11 4.161 -1.223 0.676
C12 3.442 -1.257 -0.506
C13 2.259 -0.550 -0.618
N2 -0.643 -0.049 0.664
C14 -0.628 -0.650 1.978
C15 0.262 -1.866 2.075
C16 0.831 -2.221 3.293
C17 1.650 -3.334 3.361
C18 1.872 -4.059 2.200
N3 1.334 -3.737 1.038
C19 0.554 -2.674 0.981
C20 -1.516 -0.357 -0.322
O3 -1.432 0.103 -1.443
C21 -2.646 -1.329 0.051
N4 -3.444 -1.614 -1.099
N5 -4.709 -1.183 -1.199
N6 -5.205 -1.504 -2.318
C22 -4.264 -2.174 -3.042
C23 -4.295 -2.741 -4.316
C24 -3.152 -3.368 -4.749
C25 -1.999 -3.446 -3.953
C26 -1.945 -2.897 -2.693
C27 -3.093 -2.252 -2.248
H1 1.757 2.953 -0.071
H2 2.349 4.606 1.683
H3 0.685 4.352 2.298
H4 -1.353 5.501 0.552
H5 -1.055 7.498 -1.253
H6 1.639 7.745 -1.567
H7 0.257 1.166 -0.705
H8 2.156 0.816 2.471
H9 4.259 -0.437 2.665
H10 5.080 -1.781 0.766
H11 3.799 -1.841 -1.341
H12 1.692 -0.580 -1.537
H13 -0.285 0.109 2.685
H14 -1.645 -0.915 2.275
H15 0.635 -1.625 4.174
H16 2.108 -3.630 4.292
H17 2.507 -4.935 2.195
H18 0.155 -2.450 0.000
H19 -3.309 -0.859 0.783
H20 -2.236 -2.259 0.459
H21 -5.184 -2.681 -4.922
H22 -3.131 -3.819 -5.731
H23 -1.131 -3.954 -4.345
H24 -1.055 -2.959 -2.086

Values from the calculation:
HOMO energy: -8.7 eV
Kohn-Sham gap: 9.3 eV
Max |F|: 1.34 eV/A
Net charge: 0
SMILES: O=C(NCc1ccco1)[C@@H](c1ccccc1)N(Cc1cccnc1)C(=O)Cn1nnc2ccccc21

Charges per atom according to Löwdin partitioning, unit e: atom 1 (O): 0.0753, atom 2 (C): -0.4444, atom 3 (N): 0.0944, atom 4 (C): -0.0810, atom 5 (C): -0.2654, atom 6 (C): -0.0162, atom 7 (C): -0.0606, atom 8 (C): -0.1236, atom 9 (O): 0.0436, atom 10 (C): -0.1388, atom 11 (C): -0.1884, atom 12 (C): -0.0371, atom 13 (C): -0.0666, atom 14 (C): -0.0787, atom 15 (C): -0.0705, atom 16 (C): -0.0344, atom 17 (N): 0.0068, atom 18 (C): -0.0917, atom 19 (C): -0.1811, atom 20 (C): -0.0271, atom 21 (C): -0.0560, atom 22 (C): -0.1520, atom 23 (N): 0.0823, atom 24 (C): -0.1135, atom 25 (C): -0.4167, atom 26 (O): 0.0865, atom 27 (C): -0.0280, atom 28 (N): -0.0850, atom 29 (N): 0.0532, atom 30 (N): 0.0644, atom 31 (C): -0.2253, atom 32 (C): -0.0157, atom 33 (C): -0.0929, atom 34 (C): -0.0820, atom 35 (C): -0.0093, atom 36 (C): -0.1649, atom 37 (H): 0.1580, atom 38 (H): 0.1336, atom 39 (H): 0.1302, atom 40 (H): 0.1142, atom 41 (H): 0.1007, atom 42 (H): 0.1183, atom 43 (H): 0.1546, atom 44 (H): 0.1233, atom 45 (H): 0.1069, atom 46 (H): 0.1042, atom 47 (H): 0.1072, atom 48 (H): 0.1227, atom 49 (H): 0.1203, atom 50 (H): 0.1330, atom 51 (H): 0.1205, atom 52 (H): 0.1015, atom 53 (H): 0.1032, atom 54 (H): 0.1020, atom 55 (H): 0.1396, atom 56 (H): 0.1330, atom 57 (H): 0.1105, atom 58 (H): 0.0994, atom 59 (H): 0.1024, atom 60 (H): 0.1014

***

Entry 7:
A single C2H6N2O molecule. Source: the OMol25 dataset; level of theory: ωB97M-V/def2-TZVPD.

Element x y z (Å)
C1 -1.762 -0.516 0.152
N1 -0.706 0.323 -0.397
C2 0.412 0.248 0.255
N2 1.430 1.117 -0.004
O1 2.525 0.087 -0.105
H1 -1.571 -1.571 -0.076
H2 -2.714 -0.245 -0.314
H3 -1.882 -0.393 1.234
H4 0.563 -0.404 1.131
H5 1.284 1.633 -0.872
H6 2.421 -0.279 -1.004

Values from the calculation:
HOMO energy: -9.8 eV
Kohn-Sham gap: 10.6 eV
Max |F|: 4.05 eV/A
Net charge: 0
SMILES: C/N=C/NO

Charges per atom according to Löwdin partitioning, unit e: atom 1 (C): -0.1612, atom 2 (N): -0.0132, atom 3 (C): -0.3038, atom 4 (N): -0.0088, atom 5 (O): -0.0803, atom 6 (H): 0.0752, atom 7 (H): 0.0655, atom 8 (H): 0.0720, atom 9 (H): 0.1404, atom 10 (H): 0.1246, atom 11 (H): 0.0895

***

Entry 8:
A molecular structure, C15H17N5Zn. Source: the OMol25 dataset; level of theory: ωB97M-V/def2-TZVPD.

Element x y z (Å)
C1 -4.213 -0.075 0.591
C2 -4.564 1.210 -0.197
H1 -4.312 -0.968 -0.042
H2 -4.959 -0.202 1.387
H3 -3.209 -0.046 1.047
H4 -3.961 1.368 -1.105
H5 -5.613 1.191 -0.527
H6 -4.488 2.109 0.427
C3 0.458 -2.669 0.355
C4 1.313 -3.754 0.172
C5 2.435 -3.594 -0.636
C6 2.674 -2.358 -1.233
H7 -0.427 -2.722 0.978
H8 1.067 -4.678 0.683
H9 3.134 -4.408 -0.798
H10 3.558 -2.159 -1.832
N1 0.686 -1.483 -0.222
C7 1.784 -1.300 -0.991
C8 2.028 0.069 -1.475
N2 1.171 1.003 -0.998
C9 1.359 2.293 -1.314
C10 3.291 1.773 -2.626
C11 2.399 2.730 -2.146
H11 0.656 3.006 -0.892
H12 2.486 3.790 -2.383
C12 3.118 0.430 -2.292
H13 3.812 -0.348 -2.605
H14 4.139 2.044 -3.245
Zn1 -0.573 0.266 0.255
C13 -1.594 1.933 -0.061
H15 -1.898 1.934 -1.106
H16 -0.875 2.754 0.068
H17 -2.483 2.169 0.519
N3 0.024 0.096 2.176
C14 0.322 0.026 3.314
N4 0.774 0.070 4.506
C15 0.375 -0.524 5.595
N5 0.106 -0.977 6.652

Values from the calculation:
HOMO energy: -8.0 eV
Kohn-Sham gap: 6.8 eV
Max |F|: 2.75 eV/A
Net charge: 0

Charges per atom according to Löwdin partitioning, unit e: atom 1 (C): -0.1648, atom 2 (C): -0.1919, atom 3 (H): 0.0622, atom 4 (H): 0.0647, atom 5 (H): 0.0209, atom 6 (H): 0.0491, atom 7 (H): 0.0632, atom 8 (H): 0.0602, atom 9 (C): -0.0970, atom 10 (C): -0.0331, atom 11 (C): -0.0350, atom 12 (C): 0.0081, atom 13 (H): 0.1159, atom 14 (H): 0.1128, atom 15 (H): 0.1153, atom 16 (H): 0.1047, atom 17 (N): 0.0418, atom 18 (C): -0.1893, atom 19 (C): -0.1895, atom 20 (N): 0.0659, atom 21 (C): -0.0907, atom 22 (C): -0.0458, atom 23 (C): -0.0294, atom 24 (H): 0.0919, atom 25 (H): 0.1134, atom 26 (C): 0.0042, atom 27 (H): 0.1046, atom 28 (H): 0.1122, atom 29 (Zn): 0.6803, atom 30 (C): -0.2453, atom 31 (H): -0.0310, atom 32 (H): -0.0365, atom 33 (H): -0.0378, atom 34 (N): 0.0616, atom 35 (C): -0.3375, atom 36 (N): 0.0585, atom 37 (C): -0.4213, atom 38 (N): 0.0645